Entry from OMol25: C9H20CuF6N4O12S6 as an isolated structure in a non-equilibrium geometry (ωB97M-V/def2-TZVPD).

XYZ file:
```
58
C9H20CuF6N4O12S6 | OMol25 | ωB97M-V/def2-TZVPD
Cu 2.0394 1.9656 1.5179
C -5.1597 -3.3603 -3.4367
C -4.8068 -1.8573 -3.2669
C -3.3014 -1.6053 -3.0939
C -2.7547 -2.4374 -1.8752
N -1.2732 -2.1275 -1.5553
C -0.7654 -2.8334 -0.2127
C 0.2486 -1.9161 0.3693
C -0.3200 -0.5293 0.1116
C -1.0424 -0.5850 -1.2451
C -0.3928 -2.5225 -2.7717
H -4.5497 -3.8158 -4.2168
H -6.2289 -3.5358 -3.5561
H -4.8395 -3.9347 -2.5675
H -5.3957 -1.4721 -2.4346
H -5.1812 -1.3751 -4.1699
H -3.2352 -0.5277 -2.9441
H -2.7732 -1.8852 -4.0053
H -2.9156 -3.5078 -2.0032
H -3.2511 -2.1885 -0.9373
H -0.4932 -3.8883 -0.2489
H -1.6785 -2.8170 0.3824
H 1.2023 -1.8229 -0.1501
H 0.2766 -2.0639 1.4489
H 0.3694 0.3148 0.0973
H -1.0433 -0.1316 0.8235
H -0.5166 -0.2731 -2.1475
H -1.9980 -0.0624 -1.2866
H -0.5551 -1.8587 -3.6209
H -0.5883 -3.5747 -2.9784
H 0.6463 -2.3708 -2.4795
N 0.3989 1.3047 2.9444
S -0.5094 2.1301 3.7651
O 0.1057 2.7834 4.9333
O -1.9556 1.7666 3.8135
F -0.6292 3.3731 2.6426
S 0.5301 0.0852 3.9475
O -0.5329 -0.9271 3.8004
O 1.0066 0.2556 5.3395
F 1.8482 -0.5521 3.2150
N 3.0318 1.0180 -0.1614
S 2.8138 0.6236 -1.6195
O 2.3841 -0.7420 -1.9104
O 3.7265 1.2528 -2.5812
F 1.4358 1.4411 -1.8318
S 4.5234 0.2615 0.0399
O 5.6891 1.1483 0.0741
O 4.7007 -1.0804 -0.5512
F 4.3984 -0.0103 1.6603
N 2.7203 4.0699 2.2307
S 2.2788 5.4933 2.1724
O 3.1571 6.4462 1.4422
O 1.2584 6.0449 3.0542
F 1.2429 5.2300 0.9372
S 3.8685 4.4714 3.4519
O 3.4514 5.0123 4.7303
O 5.2433 4.8163 3.1040
F 4.0904 2.8829 3.8108
```

Calculated values
Energy   -6105.49338 Ha
Net charge   -1
ΔE to the lowest compared entry with this formula, charge and spin   1.860 eV
Kohn-Sham gap   8.310 eV

Entry from OMol25: a 2-piece molecular cluster, C9H20N2O overall in a non-equilibrium geometry (ωB97M-V/def2-TZVPD).

XYZ file:
```
32
C9H20N2O | OMol25 | ωB97M-V/def2-TZVPD
C -1.0837 -1.6099 -1.0736
C -0.4594 -0.3150 -1.4251
C -1.4011 -1.5427 0.4397
C -0.9304 0.7056 -0.4488
C -1.9402 -0.0562 0.4670
C -1.0175 2.0260 -0.9929
C -2.0754 0.7104 1.7981
C 3.0983 0.8239 -0.3082
C 2.9966 -1.4713 0.5231
N 1.3911 0.2076 1.1941
N 2.3920 -0.1439 0.3985
O -3.2659 -0.0474 -0.0426
H -1.9957 -1.9070 -1.6629
H -0.4564 -2.5579 -1.2503
H 0.5778 -0.2433 -1.4451
H -0.7179 -0.0488 -2.3685
H -2.0861 -2.4044 0.7021
H -0.4946 -1.6302 1.0894
H -1.6625 2.7636 -0.5389
H -1.0999 2.1005 -2.0494
H -0.0324 2.4002 -0.7911
H -3.0805 0.4685 2.4178
H -2.0020 1.8053 1.6822
H -1.3443 0.4577 2.5204
H 3.3987 0.4843 -1.3283
H 2.5122 1.8015 -0.3137
H 4.1221 1.1191 0.1131
H 2.8525 -1.9600 1.4919
H 2.4722 -2.1159 -0.2673
H 4.0883 -1.5025 0.2965
H 0.9829 0.9857 0.7618
H -3.7389 0.6967 0.4107
```

Calculated values
Energy   -539.46678 Ha
Net charge   0
ΔE to the lowest compared entry with this formula, charge and spin   5.419 eV
Kohn-Sham gap (spin up / spin down)   7.895 / 8.040 eV

Entry from OMol25: a 2-piece molecular cluster, C9H20N2OS overall in a non-equilibrium geometry (ωB97M-V/def2-TZVPD).

XYZ file:
```
33
C9H20N2OS | OMol25 | ωB97M-V/def2-TZVPD
C 3.1154 0.5798 1.2449
C -2.4843 -2.6643 -0.1071
C -2.6496 -1.2582 -0.6383
C -2.6216 -0.3283 0.6232
C -1.2669 0.3852 0.6983
C -1.1007 1.3545 -0.5104
C 0.3225 1.5292 -1.1651
C 1.1600 2.3572 -0.1387
C 2.6531 2.3091 -0.3881
N 3.1539 0.1517 2.3157
N 3.0992 -2.0573 0.4805
O 3.0496 0.9835 0.0096
S 1.8611 -1.6090 -0.4929
H -2.7438 -3.3824 -0.9192
H -3.0702 -3.0699 0.7623
H -1.4469 -2.9165 -0.0128
H -3.6172 -1.1750 -1.3028
H -1.6828 -1.2094 -1.2994
H -3.3625 0.5649 0.5725
H -2.7132 -0.9197 1.6163
H -0.5268 -0.3133 0.6654
H -1.2514 0.8113 1.6531
H -1.6192 0.9504 -1.4322
H -1.6202 2.2706 -0.2055
H 0.1196 2.1735 -2.0817
H 0.9029 0.5694 -1.3961
H 0.8356 1.9022 0.8831
H 0.7758 3.3921 0.0548
H 2.8104 2.3449 -1.5049
H 3.2709 3.0860 0.1215
H 0.3569 -2.2941 -0.3298
H 3.0352 -3.0313 0.8516
H 3.2554 -1.4867 1.3723
```

Calculated values
Energy   -937.67806 Ha
SMILES   CCCCCCCCOC#N.NS
Net charge   0
ΔE to the lowest compared entry with this formula, charge and spin   5.511 eV
Kohn-Sham gap   9.067 eV

Entry from OMol25: an isolated ion of composition C9H20N3 and charge +1 in a non-equilibrium geometry (ωB97M-V/def2-TZVPD).

XYZ file:
```
32
C9H20N3 | OMol25 | ωB97M-V/def2-TZVPD
C -1.5149 0.7138 -0.1969
C 0.9498 -0.1104 -0.4433
C -4.4867 0.3524 1.0370
C 2.5392 1.7493 -0.3174
C 3.4304 -0.5205 -0.4281
C 2.0949 0.0455 1.6918
C -0.4306 -2.0841 -1.0515
C -3.7995 0.5885 -0.2940
C 2.2532 0.3453 0.2327
N -0.2592 0.1490 0.1496
N -2.5092 -0.0113 -0.1907
N 0.1401 -1.1893 -0.0637
H -1.3914 1.7814 -0.4545
H 0.9624 -0.0326 -1.5365
H -5.4993 0.2025 0.8657
H -4.0530 -0.6223 1.2620
H -4.2329 1.1588 1.7323
H 3.6399 1.8793 -0.3343
H 2.3271 2.6398 0.2095
H 2.3151 1.8763 -1.4082
H 3.6897 -0.1083 -1.4084
H 4.2723 -0.3581 0.1832
H 3.0613 -1.5433 -0.3454
H 1.0661 0.2039 2.0083
H 2.7427 0.6343 2.2336
H 2.3096 -0.9708 1.7123
H -1.2210 -2.7174 -0.6002
H -1.0565 -1.4946 -1.7576
H 0.3264 -2.6599 -1.5800
H -4.3961 0.1866 -1.1307
H -3.6478 1.6090 -0.5152
H 0.3779 -1.6927 0.7388
```

Calculated values
Energy   -518.81079 Ha
SMILES   CC/N=C/N1[C@@H](C(C)(C)C)[N@@H+]1C
Net charge   +1
ΔE to the lowest compared entry with this formula, charge and spin   3.362 eV
Kohn-Sham gap   11.147 eV